[1]
Density functional theory data (ωB97M-V/def2-TZVPD) for one molecule with the formula C21H26N4O3.

Properties
Energy above the lowest of the compared OMol25 structures with the same formula, charge and spin = 546.0 kcal per mole
HOMO-LUMO gap = 7.144 eV
Structure (SMILES) = COc1cc(/C=N/NC(=O)c2ccncc2)ccc1OCCN1CCCCC1

Cartesian coordinates (Å):
C: 1.36870 2.15088 -0.96093
O: 0.40495 1.33945 -1.21029
C: 0.53986 -0.11905 -1.01648
C: 1.75959 -0.76751 -0.83449
C: 1.90707 -2.04757 -0.46667
C: 3.24869 -2.50341 -0.18041
N: 4.27718 -1.41412 0.05271
N: 5.48581 -2.05192 0.16608
C: 6.51870 -1.20104 0.80140
O: 7.61238 -1.62112 0.75563
C: 6.09748 0.36511 0.55942
C: 7.16249 0.99642 -0.06884
C: 6.64820 2.49898 -0.05035
N: 5.63137 2.92335 0.32055
C: 4.87305 2.03132 1.00033
C: 5.00568 0.86616 1.02360
C: 0.80789 -2.96985 -0.51226
C: -0.37671 -2.33054 -1.09380
C: -0.65147 -0.96075 -1.21942
O: -1.84716 -0.72706 -1.41907
C: -2.43160 0.85013 -1.35218
C: -4.00569 0.70300 -1.54130
N: -4.47393 0.34149 -0.23244
C: -5.88130 0.97277 -0.08552
C: -6.42711 0.97375 1.18212
C: -6.30288 -0.37170 2.15785
C: -4.72942 -0.90639 2.00175
C: -4.35285 -0.83549 0.57375
H: 2.26643 1.93926 -1.77303
H: 1.92302 2.19146 -0.13380
H: 0.95978 3.05050 -1.14249
H: 2.60707 0.10616 -0.61811
H: 3.44824 -3.47295 -0.14988
H: 5.51975 -2.99769 0.43563
H: 7.98531 0.75749 -0.81206
H: 7.55897 2.96728 -0.78799
H: 4.16273 2.55326 1.48884
H: 4.58082 0.13792 1.65588
H: 1.02564 -4.03297 -0.58733
H: -1.16589 -2.97545 -1.07055
H: -1.96658 1.32215 -2.27448
H: -2.10308 1.12345 -0.57164
H: -4.27646 -0.27126 -1.97747
H: -4.21225 1.49557 -1.82965
H: -5.99841 1.66740 -0.62330
H: -6.47245 0.30713 -0.70983
H: -5.85278 1.93543 1.58636
H: -7.38565 1.30218 1.28886
H: -6.55284 -0.13929 3.12997
H: -6.91321 -1.05422 1.72844
H: -4.20400 -0.01847 2.39553
H: -4.72760 -1.62863 2.55997
H: -3.15619 -0.94237 0.37498
H: -4.91935 -1.50861 0.06636


[2]
Density functional theory data (ωB97M-V/def2-TZVPD) for one molecule with the formula C21H26N4O4.

Properties
Energy above the lowest of the compared OMol25 structures with the same formula, charge and spin = 45.2 kcal per mole
HOMO-LUMO gap = 9.066 eV
Structure (SMILES) = CCc1ccc(NC(=O)C(=O)NCCN2CCN(C(=O)c3ccco3)CC2)cc1

Cartesian coordinates (Å):
C: 4.27099 -5.44669 -4.76891
C: 4.41302 -3.97315 -4.38138
C: 3.35155 -3.58646 -3.39238
C: 3.56756 -3.72940 -2.02668
C: 2.57870 -3.41709 -1.11572
C: 1.34177 -2.95386 -1.55764
N: 0.36995 -2.65341 -0.60193
C: -0.88672 -2.20411 -0.75297
O: -1.47609 -1.92930 -1.78374
C: -1.56021 -2.04425 0.61580
O: -0.96162 -2.29410 1.65067
N: -2.83042 -1.65071 0.50896
C: -3.63777 -1.25486 1.63162
C: -3.79771 0.27187 1.68216
N: -2.52528 0.94004 1.49731
C: -2.67258 2.33495 1.13132
C: -1.30521 2.90990 0.74849
N: -0.39839 2.78243 1.86178
C: 0.05054 3.75809 2.68792
O: 0.60597 3.49775 3.74641
C: -0.08551 5.17702 2.30253
C: 0.11163 6.24561 3.14158
C: -0.05576 7.40705 2.35905
C: -0.33184 6.96932 1.09981
O: -0.35463 5.62930 1.05293
C: -0.26838 1.40217 2.28201
C: -1.63363 0.82039 2.63984
C: 1.11331 -2.80712 -2.92213
C: 2.11361 -3.12429 -3.82105
H: 5.03857 -5.72761 -5.48626
H: 4.36790 -6.07987 -3.88988
H: 3.29538 -5.62782 -5.21420
H: 5.40146 -3.80915 -3.94757
H: 4.32629 -3.35605 -5.27780
H: 4.52350 -4.08750 -1.67247
H: 2.75859 -3.53006 -0.05599
H: 0.62397 -2.80029 0.37443
H: -3.13461 -1.41362 -0.42813
H: -4.62593 -1.71843 1.55953
H: -3.13766 -1.62834 2.52713
H: -4.45113 0.57987 0.86069
H: -4.28916 0.54749 2.63163
H: -3.34285 2.40761 0.27142
H: -3.09807 2.93362 1.95853
H: -1.41138 3.94660 0.44286
H: -0.90286 2.33010 -0.08956
H: 0.34580 6.18320 4.18372
H: 0.02251 8.42348 2.68527
H: -0.52342 7.49192 0.18306
H: 0.39588 1.37014 3.14592
H: 0.16417 0.82653 1.45802
H: -1.50192 -0.23227 2.88767
H: -2.03748 1.34864 3.52185
H: 0.15777 -2.44800 -3.26658
H: 1.92781 -3.00727 -4.87894


[3]
Density functional theory data (ωB97M-V/def2-TZVPD) for one molecule with the formula C21H26N4O5.

Properties
Energy above the lowest of the compared OMol25 structures with the same formula, charge and spin = 38.5 kcal per mole
HOMO-LUMO gap = 9.385 eV
Structure (SMILES) = COCCNC(=O)CN(C(=O)CCC(=O)Nc1ccccn1)c1ccccc1OC

Cartesian coordinates (Å):
C: -2.74550 -3.32941 -0.47988
O: -1.83787 -3.75498 0.51041
C: -0.62348 -3.04995 0.52604
C: 0.39206 -3.51662 -0.53344
N: 1.61614 -2.77361 -0.37891
C: 2.08210 -1.90840 -1.29581
O: 1.68184 -1.82025 -2.43781
C: 3.22600 -1.04669 -0.73870
N: 2.75194 -0.08772 0.25410
C: 2.59420 -0.47547 1.53316
O: 2.79361 -1.63400 1.88127
C: 2.16526 0.56857 2.54493
C: 0.68847 0.36563 2.91197
C: -0.21176 1.17843 1.99605
O: 0.07248 2.30025 1.64167
N: -1.37208 0.54343 1.65959
C: -2.39504 0.99944 0.83737
C: -2.48141 2.30700 0.35628
C: -3.55672 2.62560 -0.45170
C: -4.50107 1.65227 -0.75159
C: -4.31937 0.38714 -0.22078
N: -3.29571 0.06363 0.55105
C: 2.37347 1.18180 -0.26610
C: 3.24760 2.25376 -0.20625
C: 2.91038 3.46250 -0.78852
C: 1.70328 3.58401 -1.45166
C: 0.82528 2.51788 -1.52581
C: 1.13873 1.30775 -0.91881
O: 0.32162 0.21967 -0.88839
C: -0.66332 0.11170 -1.89339
H: -2.36175 -3.50481 -1.49065
H: -3.64786 -3.91991 -0.33462
H: -2.98076 -2.26508 -0.35862
H: -0.19375 -3.22720 1.51797
H: -0.79775 -1.97136 0.39815
H: 0.57807 -4.58827 -0.40804
H: 0.02492 -3.33500 -1.54606
H: 2.02143 -2.73019 0.55330
H: 3.68986 -0.49357 -1.55696
H: 3.96333 -1.69544 -0.25739
H: 2.30286 1.58299 2.17282
H: 2.78303 0.41546 3.43133
H: 0.43721 -0.69537 2.89173
H: 0.51518 0.74004 3.92458
H: -1.51069 -0.41530 1.95428
H: -1.72444 3.02932 0.60885
H: -3.65842 3.62717 -0.84354
H: -5.35159 1.87084 -1.37697
H: -5.02018 -0.41374 -0.41749
H: 4.19473 2.12738 0.29758
H: 3.59016 4.29813 -0.73196
H: 1.43606 4.51995 -1.91852
H: -0.11215 2.63751 -2.04487
H: -1.44238 0.87195 -1.78685
H: -1.10713 -0.87371 -1.76937
H: -0.20909 0.17489 -2.88502


[4]
Density functional theory data (ωB97M-V/def2-TZVPD) for one molecule with the formula C21H26N6O3.

Properties
Energy above the lowest of the compared OMol25 structures with the same formula, charge and spin = 50.1 kcal per mole
HOMO-LUMO gap = 8.664 eV
Structure (SMILES) = Cc1cccc2cc([C@@H](c3nnnn3C[C@@H]3CCCO3)N3CCOCC3)c(=O)[nH]c12

Cartesian coordinates (Å):
C: 3.04667 5.24757 -0.94577
C: 3.07559 4.31339 0.22777
C: 3.81245 4.60711 1.35775
C: 3.84928 3.74482 2.45206
C: 3.14064 2.56880 2.42768
C: 2.37821 2.23242 1.30242
C: 1.62150 1.02372 1.22483
C: 0.88970 0.71373 0.13247
C: 0.01965 -0.51293 0.00142
C: 0.67539 -1.75066 0.50215
N: 1.85627 -1.88606 1.06145
N: 1.99870 -3.17652 1.33379
N: 0.97887 -3.83776 0.98050
N: 0.10436 -2.98256 0.44549
C: -1.15882 -3.39343 -0.08527
C: -0.98971 -4.18886 -1.40154
C: -0.41096 -3.34116 -2.53682
C: -1.66234 -2.66357 -3.09363
C: -2.74920 -3.71586 -2.83891
O: -2.25220 -4.62001 -1.85797
N: -1.29776 -0.39495 0.63379
C: -1.27150 -0.23200 2.07746
C: -2.70474 -0.37696 2.59384
O: -3.55809 0.57990 2.01393
C: -3.54882 0.47097 0.60979
C: -2.13557 0.64038 0.05171
C: 0.85511 1.61019 -1.01921
O: 0.22854 1.39991 -2.04784
N: 1.60007 2.75570 -0.88817
C: 2.35022 3.10955 0.20204
H: 3.65642 6.12372 -0.74336
H: 2.02978 5.58225 -1.15288
H: 3.43852 4.76081 -1.83935
H: 4.37559 5.52819 1.39272
H: 4.43886 4.00791 3.31665
H: 3.16197 1.88905 3.26551
H: 1.67171 0.34251 2.06037
H: -0.17781 -0.63321 -1.07484
H: -1.76899 -2.50250 -0.24056
H: -1.64764 -4.04695 0.64205
H: -0.38745 -5.07868 -1.18835
H: 0.02998 -3.99765 -3.28741
H: 0.34883 -2.63902 -2.20155
H: -1.87884 -1.74366 -2.54990
H: -1.56987 -2.42121 -4.14919
H: -2.96830 -4.29738 -3.74093
H: -3.68273 -3.27001 -2.47946
H: -0.64249 -1.00584 2.52179
H: -0.88168 0.75680 2.37072
H: -2.74410 -0.21155 3.67150
H: -3.06908 -1.39057 2.36537
H: -4.20839 1.25538 0.23618
H: -3.94295 -0.51261 0.31005
H: -2.14085 0.53626 -1.03440
H: -1.77045 1.64959 0.30241
H: 1.58846 3.37350 -1.69037


What is the HOMO-LUMO gap in the third record? 9.385 eV